The following is a quantum chemistry calculation of a 2-piece molecular cluster, C10H21BrFN3O2P overall at a distorted geometry, from OMol25.

* HOMO energy: -12.11 eV
* calculated total energy: -101319.74223 eV
* total charge: +1

XYZ file:
```
39
Properties=species:S:1:pos:R:3:mulliken_charge:R:1
N 2.932 1.195 0.906 -0.639
C 2.113 0.000 0.661 0.509
C 0.939 0.253 -0.339 -0.390
C 1.092 -0.795 -1.463 0.178
C -0.074 -1.803 -1.500 -0.919
C -0.122 -2.826 -0.353 -0.437
C -1.105 -2.469 0.746 -0.218
F -1.091 -3.494 1.681 -0.341
N 2.372 -1.444 -1.120 0.109
C 2.878 -1.084 0.000 -0.284
P 4.462 -1.913 0.633 0.098
O 4.022 -3.392 0.101 -0.502
Br 5.757 -1.336 -1.047 -0.113
H 3.197 1.239 1.883 0.312
H 3.807 1.178 0.392 0.271
H 1.663 -0.277 1.613 0.518
H 0.854 1.264 -0.712 0.345
H 0.022 -0.014 0.167 -0.397
H 1.147 -0.388 -2.472 0.354
H -0.073 -2.330 -2.454 0.468
H -0.992 -1.212 -1.480 0.405
H 0.850 -3.009 0.109 0.125
H -0.438 -3.786 -0.763 0.403
H -0.842 -1.558 1.280 0.154
H -2.118 -2.395 0.355 0.319
H 2.833 -2.161 -1.675 0.309
H 3.875 -3.986 0.845 0.356
C -3.821 1.980 1.209 -1.420
C -2.638 2.081 0.279 0.796
O -1.903 1.118 0.064 -0.543
N -2.408 3.270 -0.316 -0.150
C -3.166 4.504 -0.180 -0.890
H -3.868 0.969 1.601 0.254
H -3.721 2.677 2.040 0.395
H -4.748 2.195 0.677 0.409
H -1.608 3.274 -0.927 0.208
H -3.556 4.814 -1.150 0.299
H -2.525 5.297 0.207 0.298
H -3.998 4.368 0.500 0.351
```

***

The following is a quantum chemistry calculation of a single C3H4N2O2 molecule at a distorted geometry, from OMol25.

* HOMO energy: -8.59 eV
* calculated total energy: -10248.98913 eV
* total charge: 0
* structure (SMILES): Nc1coc(=O)[nH]1
* ΔE to the lowest compared entry with this formula, charge and spin: 3.276 eV

XYZ file:
```
11
Properties=species:S:1:pos:R:3:mulliken_charge:R:1
N -1.662 0.048 -0.341 -0.472
C -0.581 -0.048 0.608 0.141
C 0.007 1.152 0.369 -0.074
O 1.237 1.071 -0.124 -0.299
C 1.586 -0.299 -0.120 0.390
O 2.668 -0.661 -0.482 -0.534
N 0.498 -0.973 0.359 -0.146
H -1.316 -0.236 -1.252 0.187
H -2.586 -0.270 -0.146 0.194
H -0.505 2.101 0.364 0.388
H 0.653 -1.886 0.766 0.225
```

***

The following is a quantum chemistry calculation of C4H8O3 as an isolated structure at a distorted geometry, from OMol25.

* multiplicity: 2
* HOMO energy (spin up / spin down): -15.76 / -15.43 eV
* calculated total energy: -10408.32783 eV
* total charge: +1
* ΔE to the lowest compared entry with this formula, charge and spin: 2.029 eV

XYZ file:
```
15
Properties=species:S:1:pos:R:3:mulliken_charge:R:1
O -0.009 1.954 0.310 -0.495
C 1.100 1.360 0.254 0.885
O 2.031 2.069 -0.197 -0.297
O 1.147 0.070 0.325 -0.289
C 2.194 -0.637 -0.380 -0.684
H 2.159 -0.392 -1.446 0.362
H 3.163 -0.362 0.050 0.325
H 1.972 -1.695 -0.226 0.231
C -2.085 0.324 0.466 -0.388
H -2.664 1.026 -0.136 0.320
H -1.092 -1.583 0.516 0.310
H -2.086 0.404 1.556 0.332
C -1.600 -0.853 -0.119 -0.177
H -1.394 -0.853 -1.192 0.301
H -2.836 -0.832 0.219 0.265
```

***

The following is a quantum chemistry calculation of an isolated ion of composition C2H8NSi and charge +1 at a distorted geometry, from OMol25.

* HOMO energy: -14.50 eV
* calculated total energy: -11563.48996 eV
* total charge: +1
* structure (SMILES): C=C[SiH2][NH3+]
* ΔE to the lowest compared entry with this formula, charge and spin: 0.000 eV

XYZ file:
```
12
Properties=species:S:1:pos:R:3:mulliken_charge:R:1
C -2.124 -0.821 0.846 -0.551
C -1.255 0.101 0.386 -0.263
N 1.614 0.250 0.477 -0.588
Si 0.274 -0.452 -0.739 0.553
H -1.871 -1.802 0.446 0.160
H -2.950 -0.660 1.529 0.295
H -1.429 1.076 0.794 0.351
H 1.965 -0.143 1.328 0.348
H 1.357 1.279 0.749 0.406
H 2.457 0.411 -0.052 0.358
H 0.463 -1.734 -0.344 -0.049
H 0.684 0.232 -1.959 -0.019
```

***

The following is a quantum chemistry calculation of C6H8AlO6 as an isolated structure at a distorted geometry, from OMol25.

* multiplicity: 2
* HOMO energy (spin up / spin down): -7.88 / -10.18 eV
* calculated total energy: -25233.53418 eV
* total charge: 0
* ΔE to the lowest compared entry with this formula, charge and spin: 0.315 eV

XYZ file:
```
21
Properties=species:S:1:pos:R:3:mulliken_charge:R:1
O -0.073 -0.258 2.358 -0.325
C 1.016 1.263 0.062 0.478
C -0.995 0.755 2.423 -0.317
O 2.081 1.794 -0.153 -0.552
O 0.029 1.971 0.576 -0.347
C -1.215 1.448 1.084 -0.357
H -0.681 1.530 3.154 0.310
H -2.003 0.420 2.753 0.277
H -1.860 2.328 1.197 0.376
H -1.658 0.789 0.331 0.189
H -1.412 -2.912 -1.733 0.304
O 1.561 -1.036 0.075 -0.557
O -1.056 -1.569 -0.183 -0.359
C -1.227 -1.842 -1.525 -0.379
C 0.052 -1.436 -2.245 -0.447
O 0.404 -0.157 -1.689 -0.308
C 0.772 -0.192 -0.405 1.020
H -2.056 -1.216 -1.913 0.303
H -0.113 -1.266 -3.315 0.342
H 0.852 -2.168 -2.071 0.299
Al 0.035 -1.788 1.338 0.050
```

***

The following is a quantum chemistry calculation of a single ClH2OP molecule at a distorted geometry, from OMol25.

* HOMO energy: -10.22 eV
* calculated total energy: -23890.83101 eV
* total charge: 0
* structure (SMILES): OPCl
* ΔE to the lowest compared entry with this formula, charge and spin: 0.950 eV

XYZ file:
```
5
Properties=species:S:1:pos:R:3:mulliken_charge:R:1
O 0.334 0.601 -0.830 -0.355
P 0.150 -0.760 -0.002 0.301
Cl -1.630 0.045 1.574 -0.379
H 0.069 0.404 -1.657 0.329
H 1.076 -0.289 0.915 0.104
```